14
Properties=species:S:1:pos:R:3 method="wB97M-V/def2-TZVPD" de_lowest_ev=6.471 homo_lumo_gap_ha=0.3250 mol_weight_g_mol=117.2 spin_multiplicity=1 charge=0
C 0.414 -0.559 1.138
C 0.861 0.673 0.549
C 0.675 0.625 -0.982
C -0.306 -0.102 -1.630
H -1.957 0.394 -0.225
H -1.475 -1.318 1.607
H 1.981 0.598 0.380
H 0.366 1.454 1.005
H 1.862 1.392 -1.353
H -0.983 -0.963 -1.075
H -0.261 -0.051 -2.840
N -0.890 -0.744 0.925
O -1.571 0.366 0.775
S 1.285 -1.764 1.725

***

24
Properties=species:S:1:pos:R:3 method="wB97M-V/def2-TZVPD" de_lowest_ev=1.218 homo_lumo_gap_ha="0.4105 / 0.2432" s_squared=0.791 mol_weight_g_mol=118.2 spin_multiplicity=2 charge=+2
C 2.805 -0.190 0.857
N 1.676 -0.344 -0.106
C 1.782 0.753 -1.143
C 1.738 -1.617 -0.872
H 2.754 0.813 1.279
H 3.758 -0.362 0.360
H 2.665 -0.921 1.652
H 0.871 0.703 -1.741
H 1.826 1.708 -0.621
H 2.655 0.626 -1.783
H 1.036 -1.599 -1.700
H 1.492 -2.461 -0.222
H 2.759 -1.740 -1.245
C -4.049 1.044 0.131
N -0.772 -0.330 0.861
C -1.723 0.515 0.534
N -3.007 0.358 0.904
H -4.178 0.498 -0.816
H -3.758 2.075 -0.076
H -4.994 1.026 0.673
H -1.190 -1.063 1.451
H 0.627 -0.287 0.408
H -1.520 1.278 -0.214
H -3.254 -0.484 1.431

***

18
Properties=species:S:1:pos:R:3 method="wB97M-V/def2-TZVPD" de_lowest_ev=1.823 homo_lumo_gap_ha=0.3736 mol_weight_g_mol=118.1 spin_multiplicity=1 charge=0 smiles="CC(N)=O.CC(N)=O"
C -1.499 0.672 -2.509
C -1.375 1.436 -1.159
O -0.210 1.528 -0.703
N -2.549 1.749 -0.523
H -1.619 -0.434 -2.416
H -0.460 0.542 -3.038
H -2.508 2.146 0.426
H -3.496 1.696 -0.898
H -2.202 1.041 -3.183
C 1.343 0.086 1.431
C 1.589 -1.447 1.400
O 2.171 -2.142 2.141
N 0.973 -1.988 0.261
H 1.127 -2.865 0.046
H 0.327 -1.519 -0.213
H 1.400 0.790 0.580
H 2.030 0.487 2.207
H 0.390 0.216 1.835

***

61
Properties=species:S:1:pos:R:3 method="wB97M-V/def2-TZVPD" de_lowest_ev=1.929 homo_lumo_gap_ha="0.1972 / 0.1971" mol_weight_g_mol=472.4 spin_multiplicity=1 charge=-1
O 0.604 0.544 -0.963
C 1.405 1.099 -0.192
C 2.825 0.837 0.008
C 3.557 -0.309 -0.392
H 3.027 -1.269 -0.501
C 4.871 -0.126 -0.785
H 5.407 -0.990 -1.221
C 5.468 1.136 -0.592
H 6.518 1.266 -0.871
C 4.766 2.210 -0.019
H 5.254 3.190 0.181
C 3.447 2.059 0.314
H 2.800 2.858 0.734
H 0.829 1.623 0.677
C -0.397 0.154 2.433
C 0.782 -0.666 2.141
H -0.455 0.157 3.526
H -1.272 -0.389 2.101
H -0.579 1.145 2.009
C 1.912 -0.172 2.756
C 1.953 -0.094 4.284
H 2.905 -0.049 2.306
H 3.014 -0.098 4.597
H 1.424 -0.984 4.680
H 1.445 0.835 4.592
Be 0.433 -2.129 1.432
Cl 1.429 -2.662 -0.724
Cl 1.549 -3.045 2.689
H 2.243 -0.188 -4.507
H 0.518 -1.840 -4.886
C 1.981 -0.237 -3.440
C 0.092 -1.729 -3.888
N 0.568 -0.506 -3.316
H 2.222 0.718 -2.969
C -0.296 0.366 -2.736
O -1.482 0.077 -2.399
H -1.002 -1.689 -3.948
H 0.224 1.303 -2.451
H 2.585 -1.035 -2.990
H 0.394 -2.592 -3.281
H -5.857 2.384 0.136
H -4.516 2.614 -1.991
C -4.916 2.301 0.697
C -3.596 2.529 -1.394
N -3.872 1.792 -0.169
H -5.036 1.611 1.541
C -3.168 0.704 0.176
O -3.416 0.056 1.234
H -2.829 1.997 -1.972
H -2.376 0.443 -0.537
H -4.648 3.303 1.066
H -3.249 3.547 -1.155
N -4.181 -2.748 1.974
N -3.045 -2.693 1.228
N -3.058 -2.732 -0.115
C -1.800 -2.384 -0.407
N -1.071 -2.172 0.724
N -1.919 -2.326 1.789
H -4.068 -2.154 2.793
H -4.950 -2.468 1.392
H -1.395 -2.386 -1.399

***

54
Properties=species:S:1:pos:R:3 method="wB97M-V/def2-TZVPD" de_lowest_ev=0.174 homo_lumo_gap_ha="0.2358 / 0.2362" s_squared=0.751 mol_weight_g_mol=625.6 spin_multiplicity=2 charge=+1
Yb -0.466 0.706 -0.427
C 2.800 0.364 -1.458
O 1.882 0.165 -0.370
C 2.382 0.438 0.910
C 3.717 0.664 1.180
C 4.132 0.908 2.482
C 3.216 0.926 3.520
C 1.877 0.709 3.258
C 1.443 0.472 1.958
N 0.095 0.266 1.606
N -0.776 0.347 2.550
C -2.086 0.142 2.342
C -2.680 -0.324 1.108
O -1.993 -0.440 0.005
C -4.039 -0.712 1.113
C -4.820 -0.552 2.215
C -4.315 -0.012 3.426
C -5.151 0.185 4.540
C -4.644 0.686 5.710
C -3.284 1.003 5.797
C -2.451 0.830 4.715
C -2.946 0.321 3.506
H 3.591 -0.382 -1.425
H 3.217 1.369 -1.420
H 2.234 0.240 -2.379
H 4.458 0.642 0.394
H 5.183 1.073 2.672
H 3.548 1.101 4.535
H 1.139 0.722 4.047
H -4.435 -1.124 0.195
H -5.863 -0.846 2.172
H -6.201 -0.066 4.453
H -5.291 0.840 6.563
H -2.885 1.389 6.725
H -1.406 1.093 4.782
C 5.970 3.706 3.842
C 6.048 5.128 4.328
O 6.790 5.517 5.182
S 5.037 6.365 3.488
C 3.897 5.431 2.486
C 2.751 4.897 3.069
C 1.823 4.232 2.290
C 2.022 4.108 0.911
C 3.171 4.649 0.331
C 4.102 5.307 1.117
C 1.054 3.408 0.124
C 0.214 2.837 -0.560
H 4.945 3.378 3.694
H 6.472 3.063 4.564
H 6.494 3.642 2.886
H 2.590 5.015 4.133
H 0.928 3.817 2.733
H 3.322 4.561 -0.737
H 4.990 5.736 0.670

***

14
Properties=species:S:1:pos:R:3 method="wB97M-V/def2-TZVPD" de_lowest_ev=2.297 homo_lumo_gap_ha=0.3924 mol_weight_g_mol=88.1 spin_multiplicity=1 charge=0 smiles="C=CCOCO"
C -1.274 0.354 0.119
C -0.820 1.495 0.624
O 1.222 -0.264 1.183
C 1.480 -0.932 -0.009
O 0.327 -1.328 -0.679
C -0.563 -0.292 -1.037
H 0.313 -0.551 1.409
H -2.210 -0.053 0.482
H -0.001 2.033 0.156
H -1.273 1.951 1.490
H 2.015 -1.857 0.207
H 2.081 -0.267 -0.639
H -1.257 -0.781 -1.712
H -0.039 0.492 -1.595

***

74
Properties=species:S:1:pos:R:3 method="wB97M-V/def2-TZVPD" homo_lumo_gap_ha=0.2735 mol_weight_g_mol=746.5 spin_multiplicity=1 charge=0 smiles="NN(CCOC=O)S(=O)(=O)F.O=C1C=C(O)C(=O)C=C1O.O=C1C=C(O)C(=O)C=C1O.O=C1C=C(O)C(=O)C=C1O.O=C1C=C(O)C(=O)C=C1O"
N 2.477 1.654 -1.164
N 2.513 2.375 -2.380
C 1.226 2.383 -3.124
C -0.061 2.246 -2.251
O -1.095 3.083 -2.850
C -1.458 4.057 -1.951
O -1.584 5.163 -2.291
S 3.174 3.891 -2.191
O 4.545 3.712 -1.876
O 3.029 4.670 -3.364
F 2.530 4.604 -0.894
H 2.063 0.738 -1.277
H 2.061 2.185 -0.407
H 1.090 3.262 -3.770
H 1.253 1.509 -3.799
H -0.427 1.210 -2.329
H 0.055 2.589 -1.213
H -1.670 3.823 -0.884
C -2.838 0.994 1.696
C -3.342 0.487 2.828
C -4.292 1.271 3.682
O -4.734 0.754 4.691
C -4.639 2.621 3.265
C -4.133 3.129 2.134
C -3.204 2.335 1.267
O -2.784 2.837 0.236
O -4.429 4.363 1.724
O -3.028 -0.736 3.253
H -2.154 0.439 1.069
H -5.312 3.181 3.899
H -3.944 4.493 0.887
H -3.522 -0.867 4.087
C 1.496 -3.216 -2.802
C 2.176 -4.169 -3.453
C 3.605 -4.478 -3.120
O 4.173 -5.363 -3.728
C 4.249 -3.689 -2.076
C 3.571 -2.737 -1.428
C 2.138 -2.447 -1.744
O 1.560 -1.577 -1.114
O 4.145 -2.000 -0.470
O 1.623 -4.889 -4.427
H 0.466 -2.983 -3.032
H 5.285 -3.907 -1.857
H 3.455 -1.386 -0.155
H 2.319 -5.505 -4.730
C -7.253 -0.471 9.157
C -7.297 -1.680 9.726
C -6.761 -2.894 9.031
O -6.809 -3.968 9.601
C -6.207 -2.730 7.693
C -6.164 -1.520 7.119
C -6.676 -0.301 7.826
O -6.601 0.779 7.274
O -5.664 -1.340 5.894
O -7.819 -1.872 10.941
H -7.634 0.413 9.650
H -5.839 -3.617 7.196
H -5.738 -0.377 5.697
H -7.728 -2.828 11.119
C 7.141 -1.353 -5.022
C 6.153 -0.759 -4.343
C 5.117 0.075 -5.032
O 4.226 0.574 -4.369
C 5.227 0.252 -6.475
C 6.218 -0.337 -7.154
C 7.238 -1.194 -6.469
O 8.107 -1.722 -7.136
O 6.350 -0.195 -8.475
O 6.032 -0.878 -3.019
H 7.893 -1.959 -4.536
H 4.483 0.871 -6.959
H 7.138 -0.719 -8.720
H 5.241 -0.356 -2.781

***

86
Properties=species:S:1:pos:R:3 method="wB97M-V/def2-TZVPD" de_lowest_ev=3.377 homo_lumo_gap_ha="0.1980 / 0.0831" mol_weight_g_mol=827.7 spin_multiplicity=1 charge=+2
N -6.331 -8.631 0.747
C -6.339 -7.902 1.859
C -5.416 -6.864 2.067
C -4.495 -6.572 1.043
C -4.518 -7.347 -0.136
C -5.452 -8.395 -0.219
C -3.553 -5.449 1.204
Pb -0.182 1.149 0.461
P -0.290 5.829 -2.476
C -3.362 -4.488 0.265
C -2.467 -3.348 0.426
C -2.265 -2.460 -0.651
C -1.456 -1.333 -0.528
C -0.810 -1.047 0.689
C -0.942 -1.947 1.762
C -1.773 -3.072 1.632
Br 2.376 3.131 1.297
H -3.034 -5.396 2.173
H -3.949 -4.571 -0.678
H -5.450 -6.255 2.964
H -3.840 -7.133 -0.956
H -7.080 -8.120 2.626
H -5.465 -9.022 -1.112
H -2.798 -2.674 -1.581
H -1.918 -3.747 2.481
H -1.381 -0.696 -1.417
H -0.423 -1.822 2.715
P 1.917 -0.371 -0.929
C -1.608 5.380 -1.255
C -2.860 6.232 -1.424
H -1.161 5.525 -0.260
H -1.836 4.309 -1.373
H -3.424 6.249 -0.482
H -2.615 7.267 -1.691
H -3.527 5.829 -2.197
C -0.565 4.462 -3.702
C -0.083 4.799 -5.106
H -1.651 4.277 -3.698
H -0.065 3.563 -3.312
H -0.584 4.144 -5.831
H -0.310 5.836 -5.377
H 0.996 4.642 -5.215
C 1.202 5.200 -1.576
C 2.032 6.330 -0.978
H 1.786 4.622 -2.309
H 0.868 4.504 -0.790
H 3.061 5.984 -0.809
H 2.067 7.202 -1.645
H 1.635 6.659 -0.007
C 3.689 0.114 -0.761
C 4.773 -0.957 -0.918
H 3.772 0.599 0.228
H 3.825 0.908 -1.513
H 4.758 -1.685 -0.093
H 4.712 -1.494 -1.878
H 5.751 -0.451 -0.896
C 1.475 0.153 -2.648
C 0.831 -0.870 -3.589
H 2.412 0.544 -3.080
H 0.793 1.022 -2.534
H 1.575 -1.451 -4.159
H 0.161 -1.574 -3.071
H 0.237 -0.315 -4.331
C 1.886 -2.207 -0.968
C 2.127 -2.839 0.409
H 2.638 -2.542 -1.702
H 0.885 -2.488 -1.344
H 1.495 -3.738 0.526
H 3.170 -3.182 0.544
H 1.885 -2.136 1.223
C 4.701 1.551 2.827
O 3.457 0.735 2.746
P 2.065 1.515 2.916
O 2.130 1.958 4.441
C 2.586 1.147 5.562
O 0.132 1.457 2.824
C -0.734 1.005 3.906
H 5.065 1.665 1.801
H 5.443 1.013 3.446
H 4.489 2.530 3.278
H 2.451 0.063 5.421
H 3.636 1.375 5.771
H 1.963 1.515 6.366
H -0.294 0.097 4.357
H -0.875 1.765 4.698
H -1.726 0.734 3.503

***

9
Properties=species:S:1:pos:R:3 method="wB97M-V/def2-TZVPD" de_lowest_ev=1.461 homo_lumo_gap_ha=0.3937 mol_weight_g_mol=68.1 spin_multiplicity=1 charge=0 smiles="CC#CC=O"
C -1.785 0.198 -0.081
C -0.330 0.274 -0.120
C 0.877 0.221 -0.105
C 2.235 -0.246 0.104
O 3.260 0.312 -0.203
H -2.247 1.153 0.183
H -2.071 -0.546 0.670
H -2.173 -0.129 -1.051
H 2.232 -1.236 0.604

***

15
Properties=species:S:1:pos:R:3 method="wB97M-V/def2-TZVPD" de_lowest_ev=1.078 homo_lumo_gap_ha="0.2950 / 0.2913" s_squared=2.017 mol_weight_g_mol=100.1 spin_multiplicity=3 charge=0
C 1.865 0.096 -0.387
C 0.399 1.695 0.517
C -0.647 1.081 1.561
C -0.946 -1.722 -1.311
N 1.022 -0.816 -0.601
N -0.287 -0.808 -0.438
O 1.631 1.310 0.246
H 2.958 -0.240 -0.424
H 0.183 2.773 0.363
H -0.413 0.023 1.765
H -1.605 1.002 1.021
H -0.679 1.872 2.314
H -1.990 -1.510 -1.640
H -0.365 -2.084 -2.210
H -1.126 -2.672 -0.777